Entry 1:
{
  "formula": "C27H65BrClIN2O10PS7",
  "method": "ωB97M-V with the def2-TZVPD basis set",
  "multiplicity": 1,
  "total_charge": 1,
  "max_force_ev_per_a": 0.90,
  "species": ["I", "Br", "Cl", "S", "S", "S", "S", "S", "S", "S", "P", "O", "O", "O", "O", "O", "O", "O", "O", "O", "O", "N", "N", "C", "C", "C", "C", "C", "C", "C", "C", "C", "C", "C", "C", "C", "C", "C", "C", "C", "C", "C", "C", "C", "C", "C", "C", "C", "C", "C", "H", "H", "H", "H", "H", "H", "H", "H", "H", "H", "H", "H", "H", "H", "H", "H", "H", "H", "H", "H", "H", "H", "H", "H", "H", "H", "H", "H", "H", "H", "H", "H", "H", "H", "H", "H", "H", "H", "H", "H", "H", "H", "H", "H", "H", "H", "H", "H", "H", "H", "H", "H", "H", "H", "H", "H", "H", "H", "H", "H", "H", "H", "H", "H", "H"],
  "positions_angstrom": [[-4.97, 2.62, -3.21], [1.70, 0.87, -5.09], [-3.89, 2.17, -6.45], [3.78, 5.25, 8.52], [-0.75, -5.04, -5.32], [4.83, 0.59, 10.36], [-1.81, -1.81, -11.63], [1.19, -2.94, 7.35], [-1.48, -5.29, 4.41], [-3.23, 6.84, -6.07], [0.37, 0.08, -3.48], [0.64, -4.63, -5.66], [0.08, -1.46, -3.97], [-2.11, -2.97, -10.75], [1.52, -2.37, 6.01], [0.85, 1.38, 4.86], [-3.97, 8.06, -6.45], [-1.37, -5.26, 5.90], [4.35, 3.95, 8.08], [-1.17, 0.84, -6.48], [4.20, -0.76, 10.47], [-3.24, 1.78, -3.87], [-1.74, 1.09, -5.28], [-0.91, -2.43, -13.05], [6.59, 0.36, 10.60], [-2.18, 1.26, -3.12], [-1.81, -3.66, -5.77], [0.04, 0.29, 4.47], [-3.32, -1.42, -12.52], [1.98, 1.04, 5.65], [-2.94, 1.66, -5.18], [3.01, 4.95, 10.12], [-1.33, -6.12, -6.64], [2.61, -2.62, 8.40], [-1.02, 1.95, -0.94], [-0.93, -3.68, 3.84], [-3.41, 5.68, -7.44], [-1.46, 0.83, 1.33], [-1.48, 7.16, -6.33], [-0.46, 1.12, 0.21], [-1.33, -0.79, -8.29], [5.14, 6.23, 9.15], [1.40, -4.71, 7.20], [-1.04, -0.33, 2.23], [0.27, -0.08, 2.99], [-2.22, 1.25, -1.63], [-1.18, -0.60, -6.79], [4.92, 0.99, 8.62], [-3.22, -5.06, 4.02], [-1.22, 0.82, -4.02], [-0.78, -1.62, -13.78], [0.91, -1.83, -4.32], [-0.87, 0.01, -8.86], [-2.05, -1.01, -6.29], [1.78, 1.27, 6.70], [6.75, 0.05, 11.63], [3.72, 4.46, 10.78], [-0.91, 6.25, -6.19], [3.90, 1.14, 8.25], [0.23, -0.58, 5.09], [-3.59, -4.18, 4.55], [-2.79, 4.80, -7.25], [-4.05, -1.05, -11.80], [2.68, -1.55, 8.57], [-1.11, -3.60, 2.76], [2.15, 4.31, 9.96], [5.78, 6.49, 8.30], [-2.45, 0.60, 0.93], [0.88, -0.98, 2.97], [-3.12, 6.15, -8.37], [-0.87, -1.74, -8.54], [-1.59, 1.72, 1.94], [-1.17, 7.91, -5.60], [-1.46, -3.26, -13.50], [-0.08, 0.18, -0.20], [2.68, 5.90, 10.54], [-1.15, -5.65, -7.60], [-1.37, 2.91, -0.56], [-2.85, -3.95, -5.66], [-3.14, 1.69, -1.28], [-1.85, -0.48, 2.94], [-2.38, -0.89, -8.54], [-1.47, -2.90, 4.37], [2.39, -4.92, 6.79], [0.82, 0.75, 2.55], [0.41, 1.63, 0.62], [2.83, 1.64, 5.34], [-0.99, -1.24, 1.63], [-0.27, -1.03, -6.40], [1.28, -5.18, 8.18], [5.70, 5.65, 9.88], [0.14, -3.59, 4.05], [-4.46, 5.38, -7.49], [0.06, -2.77, -12.71], [4.75, 7.15, 9.60], [-2.40, -6.31, -6.49], [5.48, 1.92, 8.49], [0.62, -5.06, 6.53], [-0.78, -7.05, -6.57], [-3.76, -5.94, 4.36], [2.48, -3.13, 9.35], [3.51, -2.98, 7.90], [-3.12, -0.65, -13.26], [-1.00, 0.59, 4.63], [2.24, -0.02, 5.56], [7.11, 1.30, 10.41], [-2.24, 0.20, -1.31], [-1.58, -2.84, -5.09], [5.39, 0.17, 8.08], [6.95, -0.42, 9.92], [-1.60, -3.36, -6.80], [-3.33, -4.94, 2.95], [-3.71, -2.32, -13.00], [-1.33, 7.55, -7.34], [-0.22, 2.15, -1.65]],
  "mulliken_charge": [0.4183, -0.2290, -0.0523, 0.4427, 0.4953, 0.4986, 0.6271, 0.5544, 0.4668, 0.5130, 0.1160, -0.6276, -0.3768, -0.6140, -0.6314, -0.4904, -0.6126, -0.6276, -0.5493, -0.3155, -0.6138, -0.3737, 0.3655, -1.0422, -0.9541, 1.1835, -0.4593, -0.3450, -0.9932, -0.6337, 0.1869, -0.9005, -0.8812, -0.9282, -0.9968, -0.8911, -0.7214, -0.6530, -0.8807, -0.4788, -1.4656, -0.9497, -0.7819, -0.8099, -0.5633, -0.6758, 0.0464, -0.7130, -0.9904, -0.5473, 0.3768, 0.3451, 0.4995, 0.4318, 0.2315, 0.3398, 0.2706, 0.3078, -0.0256, 0.1389, 0.3056, 0.1203, 0.2920, 0.1883, 0.4368, 0.3023, 0.3158, 0.3864, 0.3429, 0.3577, 0.4360, 0.2981, 0.3182, 0.3357, 0.1830, 0.3913, 0.2602, 0.4289, 0.4191, 0.0383, 0.5103, 0.3174, 0.2749, 0.3262, 0.3379, 0.4453, 0.3105, 0.3017, 0.1710, 0.4085, 0.2868, 0.2740, 0.2942, 0.3247, 0.3858, 0.3358, 0.4350, 0.0882, 0.3505, 0.3598, 0.4108, 0.3595, 0.3822, 0.3913, 0.2808, 0.3425, 0.3798, -0.0223, 0.4230, 0.2960, 0.0864, 0.3634, 0.3346, 0.3048, 0.5111]
}

---

Entry 2:
{
  "formula": "C27H65ClF3NO9Zn",
  "method": "ωB97M-V with the def2-TZVPD basis set",
  "multiplicity": 1,
  "max_force_ev_per_a": 3.61,
  "species": ["Zn", "Cl", "F", "F", "F", "O", "O", "O", "O", "O", "O", "O", "O", "O", "N", "C", "C", "C", "C", "C", "C", "C", "C", "C", "C", "C", "C", "C", "C", "C", "C", "C", "C", "C", "C", "C", "C", "C", "C", "C", "C", "C", "H", "H", "H", "H", "H", "H", "H", "H", "H", "H", "H", "H", "H", "H", "H", "H", "H", "H", "H", "H", "H", "H", "H", "H", "H", "H", "H", "H", "H", "H", "H", "H", "H", "H", "H", "H", "H", "H", "H", "H", "H", "H", "H", "H", "H", "H", "H", "H", "H", "H", "H", "H", "H", "H", "H", "H", "H", "H", "H", "H", "H", "H", "H", "H", "H"],
  "positions_angstrom": [[0.41, 0.93, -2.22], [0.20, 1.04, 0.11], [-1.80, 3.61, -5.22], [-1.89, 1.49, -5.62], [-0.28, 2.75, -6.49], [2.12, 2.90, 4.24], [-1.01, 2.32, -2.95], [2.37, 0.04, -2.67], [3.10, 0.89, 2.03], [-5.42, -0.43, -1.20], [0.68, 1.35, -4.20], [-1.23, -1.73, 0.08], [1.95, 2.77, -1.84], [-0.69, -0.79, -2.63], [-0.60, -2.66, 1.01], [-2.87, -3.51, 1.84], [1.70, 4.98, -0.73], [-1.43, -2.94, 2.19], [2.68, -1.13, 3.50], [-1.25, 3.42, -2.08], [-0.76, -4.61, -0.60], [-2.69, -2.13, -3.34], [0.78, 2.29, 4.12], [-1.72, -0.92, -3.62], [-0.65, -3.93, 3.10], [1.25, -3.06, -0.54], [0.86, -4.63, 1.31], [3.66, -0.36, 2.63], [-2.64, 3.39, -1.49], [-0.10, 3.29, 3.24], [3.69, 0.00, -2.13], [0.25, 2.15, 5.53], [-4.73, -0.40, 0.06], [-0.03, 2.39, -4.17], [-0.02, -5.12, 2.42], [0.11, -3.73, 0.33], [-5.18, 0.78, 0.82], [4.08, 3.91, -1.29], [4.59, -1.02, -2.80], [2.60, 3.73, -0.94], [-1.62, -1.65, 2.96], [-1.02, 2.51, -5.36], [4.02, -1.06, 1.88], [4.07, -1.95, -2.72], [0.73, 1.32, 6.05], [-0.45, 3.48, -1.36], [2.20, -0.59, 4.30], [-3.29, -2.77, 1.19], [1.95, -1.64, 2.83], [4.52, 4.48, -0.48], [-2.89, -4.45, 1.30], [-1.27, -1.11, -4.58], [-1.35, -5.31, -0.05], [-1.47, -4.00, -1.17], [1.00, -2.39, -1.34], [-2.81, 2.49, -0.93], [1.53, 5.52, -1.66], [4.83, -0.78, -3.83], [0.86, 1.34, 3.65], [-0.20, -5.16, -1.32], [3.30, -1.99, 3.85], [-5.11, 1.75, 0.34], [-3.67, -0.30, -0.12], [-1.16, 3.13, 3.42], [4.23, 4.39, -2.26], [-0.64, -0.93, 0.20], [-2.14, -1.84, 3.90], [5.52, -1.10, -2.20], [0.21, 3.09, 2.21], [4.22, 0.92, -2.14], [0.53, -5.76, 3.16], [-0.91, -1.20, -1.77], [-2.77, 4.32, -0.91], [-2.22, 0.09, -3.64], [-3.39, 3.37, -2.32], [0.79, 4.68, -0.24], [-0.80, 1.97, 5.48], [3.62, -0.19, -1.04], [-1.18, 4.31, -2.66], [2.18, 5.49, 0.11], [0.25, 4.30, 3.39], [1.33, -5.47, 0.75], [-0.89, -5.68, 1.98], [-5.57, -1.34, -1.45], [-4.69, 0.87, 1.78], [1.65, -4.00, 1.70], [-3.42, -3.70, 2.74], [-2.02, -3.03, -3.34], [-4.86, -1.34, 0.64], [2.68, 2.45, 3.58], [-1.41, -4.30, 3.81], [-6.22, 0.74, 1.04], [0.37, 3.39, -4.05], [-3.50, -2.25, -4.07], [1.89, 3.12, -2.74], [4.50, -0.04, 3.21], [1.84, -3.93, -0.90], [4.56, 2.91, -1.40], [1.91, -2.51, 0.16], [-0.72, -1.08, 3.14], [0.06, -3.29, 3.62], [-3.19, -2.00, -2.40], [-2.21, -0.96, 2.27], [2.27, 0.61, 1.61], [2.58, 3.23, 0.05], [0.33, 3.21, 5.92], [2.42, 0.36, -3.58]],
  "mulliken_charge": [2.2860, -0.2984, -0.2797, -0.2164, -0.2877, -0.6247, -0.2875, -0.3741, -0.4162, -0.6088, -1.1439, 0.5583, -0.1918, -0.4090, 1.1722, -1.4582, -1.2902, 1.2587, -0.6780, 0.3108, -1.7405, -1.2035, 1.5493, -0.0264, -1.2724, -1.4382, -1.2038, -0.4788, -1.3801, -1.0751, 0.3765, -1.4692, 0.6929, -0.1128, -0.5677, 1.3960, -1.5247, -1.4449, -1.4384, 0.9772, -1.6128, 0.6778, 0.3064, 0.3347, 0.3374, -0.4155, 0.2056, -0.0642, 0.0083, 0.4350, 0.3410, 0.2816, 0.3479, 0.0893, 0.0277, 0.1309, 0.2941, 0.3499, -0.5347, 0.4895, 0.4281, 0.3296, -0.1512, 0.3491, 0.3622, -0.5076, 0.5026, 0.4124, -0.0669, -0.1344, 0.3662, 0.4636, 0.4567, 0.0833, 0.3468, 0.2904, 0.3565, 0.1372, 0.3906, 0.4798, 0.4254, 0.4050, 0.3080, 0.3218, 0.3152, 0.3781, 0.5309, 0.2880, 0.1894, 0.3723, 0.3980, 0.4417, 0.4802, 0.4629, 0.0772, 0.4159, 0.4893, 0.1872, 0.0225, 0.1602, 0.3781, 0.1292, -0.0020, 0.0264, -0.2807, 0.3447, 0.1737]
}

---

Computed frontier orbital gap, in the same sequence as the records: 5.29, 8.86 eV.
Computed relative energy (zero: lowest compared OMol25 entry of this formula, charge and spin), in the same sequence as the records: 0.0, 0.0 kcal per mole.